The molecule C4H4N2O at a distorted geometry. Source: the OMol25 dataset; level of theory: the ωB97M-V functional and the def2-TZVPD basis.

## Properties
ΔE to the lowest compared entry with this formula, charge and spin: 108.7 kcal per mole
maximum force: 0.05791 hartree/bohr
SMILES: N=C=C/C=C\N=O
HOMO (spin up / spin down): -8.40 / -8.40 eV
gap between HOMO and LUMO (spin up / spin down): 7.8 / 7.8 eV
charge: 0

```
11
C4H4N2O, DFT the ωB97M-V functional and the def2-TZVPD basis
N 2.42744 -0.10350 -0.08635
C 1.22883 -0.18486 0.06371
C 0.20071 -1.09844 0.13270
C -1.11265 -0.69571 0.16838
C -1.49713 0.64678 0.19353
N -0.70638 1.70818 0.27567
O 0.42516 1.72207 -0.25570
H 2.97822 0.64665 0.26791
H 0.48618 -2.14429 0.17334
H -1.89515 -1.45514 0.19884
H -2.53243 0.95798 0.25074
```